No. 1
The following is a DFT calculation (ωB97M-V/def2-TZVPD) of C2H3O2Sm as an isolated structure.

XYZ file:
```
8
Properties=species:S:1:pos:R:3:mulliken_spin:R:1
H 1.76519 -1.06823 -1.72890 0.00
C 1.05940 -0.30733 -2.04290 0.00
C 0.57701 0.73936 -2.44056 0.01
H 0.48234 1.74620 -2.82919 0.00
O -0.03589 -1.04733 1.44865 -0.02
O -1.45489 -0.68302 1.28719 -0.01
H -1.83454 -1.41539 0.78291 0.00
Sm 0.03090 0.87919 0.33558 6.02
```

Values from the calculation:
Total energy in a.u.: -886.0301
LUMO (alpha / beta) in eV: -4.589 / -4.550
Charge: +1
Orbital gap (alpha / beta) in eV: 7.61 / 9.10
Strongest force on any atom in eV/A: 1.600
HOMO level (alpha / beta) in eV: -12.20 / -13.65
Spin multiplicity: 7
ΔE to the lowest compared entry with this formula, charge and spin in kJ/mol: 362.9

***

No. 2
The following is a DFT calculation (ωB97M-V/def2-TZVPD) of I2O2S as an isolated structure.

XYZ file:
```
5
Properties=species:S:1:pos:R:3:nbo_charge:R:1
O 0.84657 -1.73628 0.21634 -0.86
O -0.29523 -1.29793 -1.74923 -0.86
S 0.66645 -0.82628 -0.82351 1.68
I 0.29989 2.90269 1.50589 0.02
I -1.51768 0.95780 0.85051 0.02
```

Values from the calculation:
Total energy in a.u.: -1144.0487
LUMO in eV: -2.402
Charge: 0
Orbital gap in eV: 7.49
Strongest force on any atom in eV/A: 3.503
HOMO level in eV: -9.89
Spin multiplicity: 1
ΔE to the lowest compared entry with this formula, charge and spin in kJ/mol: 21.1

***

No. 3
The following is a DFT calculation (ωB97M-V/def2-TZVPD) of C24H33BrO2S4SbW as an isolated structure.

XYZ file:
```
66
Properties=species:S:1:pos:R:3:nbo_charge:R:1
W -0.93928 -0.29599 -0.82310 0.74
C -1.17515 1.08150 1.12005 -0.30
C 0.11924 0.50719 1.22152 -0.04
C -0.05621 -0.92225 1.28437 -0.03
C -1.47304 -1.13143 1.27912 -0.32
C -2.18074 0.09585 1.20196 -0.06
C -3.63145 0.32587 1.55099 -0.05
C -4.51877 -0.82484 1.08162 -0.61
C -4.11176 1.66550 0.99285 -0.61
C -3.68925 0.38638 3.08988 -0.59
C 0.91433 -2.08839 1.46820 -0.10
C 1.65640 -1.94703 2.80504 -0.59
C 0.13343 -3.41051 1.52334 -0.60
C 1.88244 -2.23565 0.28759 -0.61
C 1.29391 1.46047 1.47616 -0.06
C 1.07866 2.79730 0.74460 -0.61
C 1.24091 1.74997 2.99472 -0.59
C 2.71070 0.98630 1.15136 -0.60
H -1.37143 2.12812 0.97132 0.26
H -1.94241 -2.09540 1.29735 0.26
H -4.62898 -0.82636 -0.00060 0.26
H -5.51380 -0.72088 1.52602 0.20
H -4.11617 -1.79185 1.39292 0.19
H -3.93386 1.74042 -0.07768 0.25
H -3.61133 2.49700 1.49849 0.19
H -5.18743 1.77054 1.15720 0.21
H -3.41481 -0.57856 3.52624 0.20
H -4.70367 0.63588 3.41342 0.21
H -3.00576 1.14709 3.47802 0.20
H 0.93757 -1.84352 3.62278 0.21
H 2.31931 -1.08164 2.82693 0.20
H 2.26146 -2.83805 2.99249 0.20
H -0.52162 -3.46317 2.39630 0.20
H 0.84621 -4.23492 1.58867 0.21
H -0.46637 -3.55283 0.62117 0.22
H 2.44764 -1.33678 0.08217 0.22
H 1.31665 -2.47883 -0.61204 0.23
H 2.58695 -3.05030 0.48554 0.20
H 0.23054 3.35185 1.14746 0.20
H 0.92796 2.64247 -0.32317 0.24
H 1.96303 3.42488 0.87977 0.20
H 0.26685 2.15207 3.28212 0.21
H 2.00769 2.48349 3.26128 0.20
H 1.41775 0.84416 3.57453 0.21
H 2.83361 0.79358 0.08781 0.24
H 2.99973 0.10213 1.71863 0.20
H 3.40010 1.78562 1.43631 0.20
S -5.16254 0.48093 -2.23491 -0.78
Sb -3.03618 0.10204 -2.82951 1.40
S -1.49880 1.73619 -2.09071 -0.52
S -2.16049 -2.05158 -1.52849 -0.31
S -2.41429 -0.56420 -4.89146 -0.79
Br 5.88050 1.90404 -3.81968 0.02
C 4.25131 1.01227 -4.23246 -0.07
C 4.03481 0.57837 -5.52829 -0.24
C 2.84242 -0.06694 -5.82540 -0.21
C 1.89350 -0.28276 -4.84362 -0.17
C 2.13491 0.15542 -3.54685 -0.06
C 3.31538 0.81974 -3.23698 -0.23
C 1.11174 -0.06714 -2.51946 0.74
O 1.17113 0.51820 -1.40628 -0.70
O 0.16739 -0.84509 -2.75069 -0.63
H 4.78221 0.74968 -6.29084 0.22
H 2.65846 -0.39667 -6.84060 0.22
H 0.94766 -0.76704 -5.05497 0.26
H 3.48106 1.17809 -2.23058 0.24
```

Values from the calculation:
Total energy in a.u.: -5559.1063
LUMO (alpha / beta) in eV: 2.115 / 2.113
Charge: -1
Orbital gap (alpha / beta) in eV: 6.51 / 6.51
Strongest force on any atom in eV/A: 1.599
HOMO level (alpha / beta) in eV: -4.39 / -4.39
Spin multiplicity: 1
ΔE to the lowest compared entry with this formula, charge and spin in kJ/mol: 95.0

***

No. 4
The following is a DFT calculation (ωB97M-V/def2-TZVPD) of C6H12N2O3 as an isolated structure.

XYZ file:
```
23
Properties=species:S:1:pos:R:3:nbo_charge:R:1
C 0.17268 -1.21380 -0.36749 0.53
C -0.16027 -1.25047 -1.82987 -0.72
C -2.33605 0.81443 -0.16045 -0.59
C 0.00790 -0.06769 1.88128 -0.68
C -0.84794 1.17670 -0.16543 -0.47
C -0.02280 0.05950 0.38628 0.15
N 2.69014 -0.13352 0.48144 0.08
N 1.79281 0.58049 -0.06119 0.26
O 3.91614 0.09519 0.44556 -0.50
O 1.88770 1.58505 -0.75688 -0.44
O 0.68216 -2.16804 0.19379 -0.57
H -1.20958 -1.52118 -1.95108 0.24
H 0.44176 -2.02258 -2.30892 0.25
H 0.01366 -0.29125 -2.30938 0.24
H -2.91279 1.61962 -0.60876 0.23
H -2.52093 -0.09927 -0.72213 0.20
H -2.68840 0.66372 0.85785 0.21
H 0.54040 -0.96705 2.18835 0.24
H -1.01610 -0.15805 2.24739 0.23
H 0.45191 0.80572 2.35394 0.24
H -0.69373 2.06589 0.44868 0.23
H -0.52554 1.41996 -1.17795 0.25
H 2.33686 -0.99337 0.93498 0.39
```

Values from the calculation:
Total energy in a.u.: -570.8645
LUMO in eV: -0.366
Charge: 0
Orbital gap in eV: 8.02
Strongest force on any atom in eV/A: 3.596
HOMO level in eV: -8.39
Spin multiplicity: 1
ΔE to the lowest compared entry with this formula, charge and spin in kJ/mol: 625.8

***

No. 5
The following is a DFT calculation (ωB97M-V/def2-TZVPD) of a 2-piece molecular cluster, C13H19NO overall.

XYZ file:
```
34
Properties=species:S:1:pos:R:3:nbo_charge:R:1
C 0.98716 -0.18345 3.37355 -0.20
C 0.08631 0.85098 3.06475 -0.24
C 2.02402 -0.44435 2.55775 -0.23
C 0.25280 1.60706 1.99053 -0.15
C 2.32574 0.44690 1.45441 -0.20
C 1.42319 1.50656 1.10383 -0.14
C -0.47549 0.87432 -1.65471 0.09
C 2.74982 2.46901 -0.90798 -0.67
C -3.01369 -1.59510 -0.61901 -0.60
C -1.73046 -1.64383 -2.69737 -0.62
C -0.39893 -1.86110 -0.52633 -0.62
C 1.53533 2.33249 0.01210 -0.09
C -1.64268 -1.17881 -1.20360 0.13
N -1.44945 0.31057 -1.05032 -0.01
O -2.35983 0.92824 -0.41475 -0.52
H 0.87612 -0.76568 4.35321 0.21
H -0.91902 0.97224 3.53142 0.22
H 2.69878 -1.22135 2.97657 0.22
H -0.59882 2.33273 1.80456 0.23
H 3.12407 0.08738 0.80398 0.21
H 0.39380 0.30134 -2.06217 0.17
H 3.69617 2.51071 -0.29297 0.23
H 2.85724 1.52949 -1.62102 0.21
H 2.58465 3.23627 -1.60817 0.22
H -3.79729 -1.15903 -1.19317 0.22
H -3.01711 -2.58382 -0.91315 0.20
H -3.21619 -1.54972 0.44118 0.23
H -1.67181 -2.72731 -2.67292 0.21
H -1.03233 -1.15552 -3.38402 0.22
H -2.67529 -1.34572 -3.11617 0.22
H 0.39113 -1.90948 -1.26292 0.20
H -0.17978 -1.19411 0.22551 0.23
H -0.65881 -2.92536 -0.34337 0.22
H 0.83066 3.14746 -0.14921 0.21
```

Values from the calculation:
Total energy in a.u.: -636.4770
LUMO (alpha / beta) in eV: -0.962 / -0.587
Charge: 0
Orbital gap (alpha / beta) in eV: 6.23 / 8.06
Strongest force on any atom in eV/A: 3.703
HOMO level (alpha / beta) in eV: -7.19 / -8.65
Spin multiplicity: 1
ΔE to the lowest compared entry with this formula, charge and spin in kJ/mol: 823.4

***

No. 6
The following is a DFT calculation (ωB97M-V/def2-TZVPD) of an isolated ion of composition C5H11IN and charge +1.

XYZ file:
```
18
Properties=species:S:1:pos:R:3:nbo_charge:R:1
C 0.35304 -0.75306 -0.71230 -0.27
C -0.56564 0.54083 0.74251 -0.17
C -0.98296 0.08318 -0.59059 -0.07
C -1.34780 1.25432 -1.46598 -0.67
C 1.83951 -0.45651 1.36690 -0.43
N 0.52524 -0.73338 0.74227 -0.37
I -2.67205 -1.43222 -0.46316 0.12
H 0.22176 -1.76826 -1.06922 0.25
H 1.08390 -0.19971 -1.37395 0.25
H 0.05257 1.38489 0.92096 0.23
H -1.08360 0.39885 1.62771 0.24
H -2.35718 1.59151 -1.27448 0.26
H -1.34632 1.03008 -2.55252 0.25
H -0.66015 2.05192 -1.31435 0.22
H 2.51446 -1.07758 0.62093 0.23
H 2.32531 0.55256 1.33995 0.25
H 1.89060 -0.85234 2.31179 0.23
H 0.20930 -1.61507 1.14352 0.45
```

Values from the calculation:
Total energy in a.u.: -549.2373
LUMO in eV: -3.786
Charge: +1
Orbital gap in eV: 9.65
Strongest force on any atom in eV/A: 5.480
HOMO level in eV: -13.43
SMILES string: C[N@H+]1C[C@](C)(I)C1
Spin multiplicity: 1
ΔE to the lowest compared entry with this formula, charge and spin in kJ/mol: 171.0